Below is a cluster of 8 separate species, C26H52Cl4O12 in total at a distorted geometry, with properties calculated with wB97M-V/def2-TZVPD.

Element x y z (Å)
Cl1 36.891 -0.478 -29.652
Cl2 37.525 2.170 -28.541
Cl3 33.265 5.027 -30.142
Cl4 30.816 5.286 -31.647
O1 31.120 2.387 -30.922
O2 35.207 1.728 -25.936
O3 27.107 -1.902 -28.654
O4 28.177 -2.574 -26.840
O5 26.567 -0.137 -36.054
O6 28.120 3.937 -26.402
O7 27.662 1.389 -34.987
O8 30.212 -4.750 -30.841
O9 27.807 1.880 -25.632
O10 30.028 -6.832 -30.340
O11 31.272 1.873 -28.745
O12 35.605 3.304 -24.349
C1 36.238 1.018 -28.975
C2 29.245 2.744 -29.437
C3 26.897 0.972 -35.939
C4 36.786 2.605 -23.808
C5 29.573 -5.887 -30.806
C6 32.551 5.120 -31.756
C7 32.484 -0.192 -28.914
C8 31.520 -4.775 -30.257
C9 37.087 3.160 -22.430
C10 26.418 2.007 -25.871
C11 29.186 -1.234 -25.193
C12 26.018 1.724 -27.304
C13 35.029 2.851 -25.495
C14 30.023 2.632 -25.919
C15 34.015 3.837 -26.067
C16 27.672 -4.251 -28.368
C17 26.516 2.044 -36.896
C18 28.205 -1.235 -26.325
C19 28.572 2.906 -26.051
C20 32.622 -5.158 -31.221
C21 27.660 -2.765 -28.035
C22 29.109 0.987 -33.115
C23 28.320 -5.859 -31.601
C24 30.637 2.313 -29.814
C25 28.071 0.357 -34.031
C26 32.578 1.311 -28.867
H1 26.288 0.670 -27.517
H2 27.285 -4.752 -27.485
H3 27.214 -0.863 -26.055
H4 30.454 2.974 -24.979
H5 30.193 -1.417 -25.555
H6 36.644 1.526 -23.777
H7 28.549 -0.437 -34.609
H8 27.125 -4.418 -29.278
H9 30.545 3.170 -26.707
H10 37.598 2.813 -24.508
H11 36.555 2.679 -21.628
H12 33.378 4.265 -25.306
H13 37.052 4.247 -22.454
H14 29.307 3.491 -28.648
H15 26.113 3.039 -25.642
H16 33.417 -0.570 -29.343
H17 25.870 1.398 -25.158
H18 27.180 2.911 -36.775
H19 31.533 -5.385 -29.351
H20 29.927 1.410 -33.680
H21 35.637 1.542 -29.705
H22 33.073 1.711 -29.750
H23 30.216 1.578 -26.082
H24 24.942 1.722 -27.432
H25 29.434 0.224 -32.414
H26 27.229 -0.028 -33.467
H27 32.305 -0.620 -27.936
H28 38.178 3.028 -22.299
H29 32.481 -6.110 -31.727
H30 32.803 4.264 -32.355
H31 28.735 3.078 -30.327
H32 31.682 -0.459 -29.600
H33 26.494 1.683 -37.911
H34 28.519 -0.492 -27.072
H35 33.071 1.683 -27.971
H36 28.605 1.750 -32.521
H37 33.570 -5.133 -30.678
H38 26.610 2.244 -28.051
H39 28.731 1.864 -29.034
H40 28.916 -1.978 -24.444
H41 32.947 6.047 -32.132
H42 25.557 2.501 -36.630
H43 29.152 -0.256 -24.712
H44 27.593 -6.586 -31.223
H45 35.659 0.768 -28.098
H46 28.547 -6.237 -32.600
H47 33.399 3.263 -26.758
H48 28.725 -4.542 -28.444
H49 27.789 -4.912 -31.607
H50 32.745 -4.396 -31.999
H51 34.563 4.570 -26.662
H52 31.699 -3.753 -29.910

## Properties
Total energy: -102466.016 eV
SMILES: CCOC(C)=O.CCOC(C)=O.CCOC(C)=O.CCOC(C)=O.CCOC(C)=O.CCOC(C)=O.ClCCl.ClCCl

Mulliken charges in e:
1 Cl -0.179
2 Cl -0.189
3 Cl -0.120
4 Cl -0.142
5 O -0.588
6 O -0.563
7 O -0.595
8 O -0.328
9 O -0.529
10 O -0.560
11 O -0.268
12 O -0.273
13 O -0.291
14 O -0.517
15 O -0.142
16 O -0.301
17 C 0.173
18 C -0.638
19 C 0.722
20 C -0.220
21 C 0.800
22 C -0.328
23 C -1.244
24 C -0.137
25 C -1.127
26 C -0.505
27 C -1.377
28 C -0.716
29 C 0.606
30 C -0.391
31 C -0.092
32 C -1.015
33 C -1.023
34 C 0.713
35 C 0.452
36 C -1.194
37 C 0.814
38 C -0.778
39 C -1.204
40 C 0.413
41 C -0.442
42 C 0.671
43 H 0.066
44 H 0.390
45 H 0.184
46 H 0.421
47 H 0.262
48 H 0.292
49 H 0.323
50 H 0.252
51 H 0.095
52 H 0.271
53 H 0.306
54 H 0.343
55 H 0.320
56 H 0.329
57 H 0.422
58 H 0.400
59 H 0.425
60 H 0.308
61 H 0.340
62 H 0.285
63 H 0.154
64 H 0.355
65 H 0.072
66 H 0.409
67 H 0.339
68 H 0.321
69 H 0.394
70 H 0.356
71 H 0.334
72 H 0.228
73 H 0.383
74 H 0.361
75 H 0.299
76 H -0.250
77 H -0.836
78 H 0.169
79 H 0.364
80 H 0.190
81 H -0.022
82 H 0.411
83 H 0.351
84 H 0.262
85 H 0.372
86 H 0.353
87 H 0.044
88 H 0.318
89 H -0.388
90 H 0.156
91 H 0.311
92 H 0.285
93 H 0.279
94 H 0.247

---

Below is a cluster of 8 separate species, C26H52Cl6O10S5 in total at a distorted geometry, with properties calculated with wB97M-V/def2-TZVPD.

Element x y z (Å)
Cl1 -10.755 -14.647 12.254
Cl2 -10.015 -18.039 4.023
Cl3 -7.769 -11.606 13.012
Cl4 -11.189 -12.078 9.730
Cl5 -7.095 -11.197 9.598
Cl6 -8.565 -17.796 7.994
S1 -12.656 -11.012 14.073
S2 -9.164 -13.666 5.090
S3 -15.896 -11.756 8.758
S4 -13.568 -14.588 6.273
S5 -12.267 -20.195 10.017
O1 -12.652 -12.016 15.085
O2 -9.738 -14.249 3.885
O3 -17.280 -11.377 8.477
O4 -12.462 -14.699 7.219
O5 -13.317 -21.190 9.791
O6 -15.558 -13.158 8.836
O7 -12.474 -18.813 9.688
O8 -13.792 -13.221 5.877
O9 -13.729 -11.082 13.084
O10 -8.693 -14.556 6.112
C1 -13.408 -15.682 4.973
C2 -13.771 -17.027 5.572
C3 -10.556 -9.437 13.522
C4 -15.190 -16.787 6.273
C5 -11.657 -20.327 11.746
C6 -8.758 -11.083 4.467
C7 -12.618 -9.372 14.833
C8 -14.810 -9.617 9.685
C9 -7.362 -12.759 10.543
C10 -12.302 -13.394 10.229
C11 -14.967 -15.407 6.932
C12 -9.858 -11.075 5.618
C13 -11.538 -14.665 10.603
C14 -10.147 -20.838 11.601
C15 -11.171 -8.972 14.876
C16 -10.988 -10.874 13.293
C17 -8.870 -17.429 5.238
C18 -7.958 -12.344 4.632
C19 -10.788 -20.803 9.231
C20 -9.640 -20.420 10.258
C21 -15.401 -10.899 10.241
C22 -6.825 -12.776 11.960
C23 -14.818 -10.898 7.615
C24 -9.559 -17.714 6.539
C25 -10.437 -12.493 5.675
C26 -13.937 -9.959 8.461
H1 -14.498 -11.546 10.443
H2 -8.775 -16.369 5.016
H3 -14.708 -15.556 7.981
H4 -10.724 -14.879 9.978
H5 -7.939 -17.961 5.155
H6 -9.483 -20.468 12.403
H7 -10.242 -16.909 6.641
H8 -14.216 -9.347 10.480
H9 -7.364 -12.377 5.554
H10 -12.379 -15.627 4.654
H11 -10.644 -12.794 6.695
H12 -9.154 -10.910 3.467
H13 -10.990 -8.786 12.736
H14 -13.809 -17.765 4.701
H15 -9.487 -9.421 13.403
H16 -14.139 -15.424 4.192
H17 -14.298 -11.640 7.024
H18 -10.249 -21.883 11.706
H19 -12.924 -13.746 9.383
H20 -8.782 -20.995 10.007
H21 -10.086 -18.671 6.513
H22 -10.931 -21.894 9.089
H23 -10.596 -9.412 15.673
H24 -11.235 -12.851 5.010
H25 -13.022 -17.456 6.266
H26 -12.225 -21.027 12.378
H27 -5.755 -12.511 11.925
H28 -9.324 -19.347 10.153
H29 -10.515 -11.681 13.793
H30 -7.395 -12.561 3.756
H31 -12.883 -12.922 11.021
H32 -10.514 -20.336 8.261
H33 -11.555 -19.310 12.165
H34 -9.394 -10.803 6.619
H35 -15.997 -16.657 5.602
H36 -8.389 -12.904 10.517
H37 -8.030 -10.282 4.642
H38 -13.219 -8.694 14.268
H39 -6.956 -13.414 9.838
H40 -15.506 -17.619 6.938
H41 -12.235 -15.503 10.569
H42 -15.646 -8.901 9.440
H43 -11.178 -11.274 12.282
H44 -11.036 -7.897 14.957
H45 -13.043 -10.429 8.775
H46 -15.513 -10.328 7.090
H47 -15.838 -14.762 6.917
H48 -13.065 -9.573 15.823
H49 -13.595 -9.072 7.938
H50 -16.099 -10.830 11.099
H51 -6.875 -13.823 12.258
H52 -10.592 -10.318 5.379

## Properties
Total energy: -177588.439 eV
SMILES: O=S1(=O)CCCC1.O=S1(=O)CCCC1.O=S1(=O)CCCC1.O=S1(=O)CCCC1.O=S1(=O)CCCC1.ClCCCl.ClCCCl.ClCCCl

Mulliken charges in e:
1 Cl -0.251
2 Cl -0.232
3 Cl -0.160
4 Cl -0.347
5 Cl -0.237
6 Cl -0.248
7 S 1.026
8 S 1.322
9 S 1.042
10 S 1.225
11 S 1.076
12 O -0.683
13 O -0.737
14 O -0.764
15 O -0.450
16 O -0.711
17 O -0.559
18 O -0.491
19 O -0.948
20 O -0.533
21 O -0.686
22 C -0.633
23 C -0.312
24 C -0.519
25 C -0.823
26 C -0.678
27 C -0.703
28 C -0.694
29 C -0.952
30 C -0.058
31 C 0.712
32 C -0.716
33 C -0.564
34 C -0.764
35 C -0.733
36 C -0.673
37 C 0.030
38 C 0.297
39 C -0.919
40 C -0.310
41 C -0.429
42 C 0.136
43 C -0.361
44 C -0.029
45 C 0.160
46 C 0.188
47 C -0.091
48 H -0.398
49 H -0.372
50 H 0.262
51 H 0.268
52 H 0.426
53 H 0.342
54 H -0.351
55 H 0.516
56 H 0.378
57 H 0.259
58 H -0.232
59 H 0.330
60 H 0.261
61 H 0.387
62 H 0.377
63 H 0.370
64 H -0.262
65 H 0.344
66 H -0.596
67 H 0.395
68 H 0.398
69 H 0.363
70 H 0.309
71 H 0.187
72 H 0.067
73 H 0.374
74 H 0.355
75 H 0.129
76 H 0.475
77 H 0.467
78 H 0.312
79 H -0.016
80 H 0.326
81 H 0.196
82 H 0.312
83 H -0.297
84 H 0.371
85 H 0.340
86 H 0.454
87 H 0.361
88 H 0.480
89 H 0.302
90 H -0.394
91 H 0.381
92 H -0.141
93 H 0.522
94 H 0.482
95 H 0.359
96 H 0.434
97 H 0.471
98 H 0.309
99 H 0.391

---

Number 1: LUMO 0.409 eV. Number 2: LUMO 0.364 eV.